Entry from the OMol25 dataset: a molecular structure, C23H25IIrN6O2Se (ωB97M-V/def2-TZVPD).

Its LUMO energy (alpha / beta) is -0.4 / -0.3 eV. As for the multiplicity: 2. The expectation value of S² is 0.76. Its energy above the lowest of the compared OMol25 structures with the same formula, charge and spin is 96.5 kcal per mole. The value obtained for the electronic energy is -4173.75157 Ha. The calculation puts the orbital gap (alpha / beta) at 5.64 / 6.70 eV.

Structure (XYZ):
```
59
Properties=species:S:1:pos:R:3:forces:R:3:nbo_charge:R:1
Ir 0.1365 0.8241 0.0530 -0.965 1.539 -0.162 0.754
C 3.1060 -2.0998 -3.1966 0.075 -0.030 -0.133 -0.656
C 1.7415 -1.7835 -3.7167 -0.192 0.073 0.075 0.212
N 1.4523 -2.0125 -4.9893 -0.067 0.043 0.051 -0.400
C 0.2217 -1.7127 -5.4233 -0.067 0.042 0.091 0.024
C -0.7987 -1.2337 -4.6196 0.072 -0.137 -0.497 -0.042
C -2.1250 -0.8642 -5.2277 0.129 0.086 0.130 -0.088
O -2.2838 0.5309 -4.9918 -0.059 -0.021 -0.003 -0.717
C -0.4995 -1.0082 -3.2726 -1.545 0.501 0.302 -0.119
C -1.5861 -0.5191 -2.3703 0.562 -0.665 -1.032 0.189
N -1.5181 -0.0592 -1.1864 -0.087 0.290 0.865 -0.468
C -2.8239 0.3380 -0.6334 0.732 -0.176 -0.172 0.172
C -3.8406 0.8078 -1.4459 -0.286 0.229 -0.161 -0.236
C -5.0537 1.2239 -0.9120 0.134 -0.054 -0.103 -0.177
C -5.2749 1.1666 0.4505 -0.049 0.004 0.107 -0.199
C -4.2740 0.6923 1.2870 0.004 -0.023 -0.210 -0.232
C -3.0686 0.2966 0.7328 -0.096 -0.100 0.071 -0.198
I -1.6009 -0.4137 2.0092 0.123 0.044 0.279 0.243
C 0.7705 -1.2529 -2.8452 0.958 0.125 0.156 0.286
O 1.0222 -1.0446 -1.5447 0.809 -0.560 0.494 -0.463
H 3.5900 -2.8024 -3.8719 0.022 0.015 0.020 0.232
H 3.0495 -2.5149 -2.1905 -0.017 0.013 -0.004 0.229
H 3.7089 -1.1909 -3.1411 0.013 0.006 0.004 0.240
H 0.0349 -1.8682 -6.4810 0.037 -0.032 0.005 0.192
H -2.9430 -1.4402 -4.7800 -0.042 0.001 0.044 0.166
H -2.1082 -1.1012 -6.2937 0.009 0.038 -0.050 0.181
H -3.1336 0.8496 -5.3144 0.021 -0.057 -0.032 0.481
H -2.5698 -0.6060 -2.8155 0.029 -0.077 -0.035 0.188
H -3.6692 0.9277 -2.5046 -0.002 0.081 -0.007 0.250
H -5.8081 1.6245 -1.5755 -0.001 -0.013 0.006 0.225
H -6.2157 1.4966 0.8711 0.010 0.001 -0.002 0.221
H -4.4257 0.6317 2.3554 0.006 0.002 0.000 0.226
N 1.8895 -0.0429 1.7435 0.146 -0.698 0.520 -0.845
C 2.6001 1.1232 2.2431 -0.087 -0.097 -0.251 -0.233
C 1.5545 2.1441 2.6280 -0.117 0.081 0.051 -0.230
N 0.7587 2.4561 1.4231 0.885 -0.595 -0.261 -0.787
H 1.5043 -0.6013 2.4977 0.197 -0.011 0.076 0.361
H 2.4640 -0.6344 1.1550 -0.108 0.086 -0.157 0.409
H 3.1917 1.5320 1.4193 0.042 -0.060 0.026 0.203
H 3.2815 0.9114 3.0711 -0.018 0.075 0.070 0.190
H 2.0169 3.0366 3.0530 -0.043 0.072 -0.029 0.200
H 0.8859 1.7210 3.3811 -0.047 0.017 -0.034 0.196
H 1.2960 3.0572 0.8041 -0.010 0.201 0.168 0.403
H -0.0939 2.9598 1.6406 -0.062 -0.056 -0.079 0.408
N 1.8354 0.1182 -1.0094 -0.745 0.446 -0.687 -0.417
C 2.4207 0.9756 -2.0042 -0.020 -0.533 0.479 0.177
C 1.9091 1.3986 -3.2296 -0.063 0.061 -0.181 -0.265
C 2.6427 2.2595 -4.0370 -0.051 -0.074 0.009 -0.185
C 3.8756 2.7503 -3.6338 -0.048 -0.043 0.029 -0.236
C 4.3732 2.3684 -2.3966 -0.026 -0.048 0.112 -0.203
C 3.6572 1.4804 -1.6052 0.298 0.127 0.036 -0.271
H 0.9232 1.1097 -3.5522 -0.031 -0.037 -0.038 0.226
H 2.2202 2.5703 -4.9843 -0.003 -0.007 0.009 0.214
H 4.4367 3.4229 -4.2696 -0.021 0.000 0.005 0.212
H 5.3331 2.7375 -2.0551 -0.022 -0.005 0.002 0.208
H 4.0591 1.1456 -0.6549 0.036 -0.026 -0.076 0.205
Se -0.1709 3.0526 -1.3613 -0.512 -0.044 -0.124 -0.244
C -1.7300 3.1268 -2.3374 0.045 0.008 0.264 0.057
N -2.7110 3.1818 -2.9500 0.114 -0.033 -0.035 -0.467
```
Positions in Å, forces in eV/Å.